Record 1
{
  "formula": "C42H42F27NO21S",
  "method": "wB97M-V/def2-TZVPD",
  "symbols": ["O", "C", "C", "C", "C", "C", "C", "O", "C", "F", "F", "C", "F", "F", "C", "F", "F", "C", "O", "O", "C", "C", "C", "O", "N", "C", "S", "O", "O", "H", "H", "H", "H", "H", "H", "H", "C", "C", "O", "C", "O", "C", "F", "F", "F", "H", "H", "H", "H", "H", "C", "C", "O", "C", "O", "C", "F", "F", "F", "H", "H", "H", "H", "H", "C", "C", "O", "C", "O", "C", "F", "F", "F", "H", "H", "H", "H", "H", "C", "C", "O", "C", "O", "C", "F", "F", "F", "H", "H", "H", "H", "H", "C", "C", "O", "C", "O", "C", "F", "F", "F", "H", "H", "H", "H", "H", "C", "C", "O", "C", "O", "C", "F", "F", "F", "H", "H", "H", "H", "H", "C", "C", "O", "C", "O", "C", "F", "F", "F", "H", "H", "H", "H", "H"],
  "positions_angstrom": [[-1.692, 6.486, -0.163], [-1.111, 5.577, -0.685], [-0.317, 4.508, -0.052], [-0.196, 4.182, 1.252], [0.620, 3.145, 1.558], [1.287, 2.502, 0.578], [2.222, 1.384, 0.882], [3.381, 1.625, 1.056], [1.684, -0.087, 0.924], [0.383, -0.056, 0.688], [2.289, -0.712, -0.065], [2.029, -0.833, 2.243], [3.158, -1.477, 2.016], [2.228, 0.040, 3.209], [1.049, -1.945, 2.725], [1.846, -2.831, 3.315], [0.495, -2.543, 1.691], [-0.014, -1.654, 3.801], [-0.783, -0.740, 3.896], [0.008, -2.620, 4.701], [1.166, 2.833, -0.739], [0.341, 3.855, -1.036], [-0.030, 4.446, -2.350], [0.533, 4.219, -3.381], [-1.101, 5.380, -2.125], [-2.508, 4.980, -2.438], [-2.694, 3.757, -3.723], [-2.382, 2.453, -3.217], [-1.998, 4.217, -4.886], [-0.736, 4.716, 1.972], [0.740, 2.846, 2.577], [-0.811, -2.555, 5.202], [1.697, 2.318, -1.512], [-3.049, 5.863, -2.728], [-2.953, 4.580, -1.568], [-4.014, 3.737, -4.021], [-5.022, -1.765, -0.325], [-5.730, -3.011, 0.158], [-6.649, -2.703, 1.222], [-7.815, -2.243, 0.815], [-8.155, -2.069, -0.316], [-8.736, -1.980, 2.015], [-8.099, -1.352, 3.007], [-9.216, -3.128, 2.502], [-9.745, -1.229, 1.617], [-4.527, -1.255, 0.503], [-4.277, -2.021, -1.074], [-5.730, -1.065, -0.766], [-5.023, -3.718, 0.579], [-6.251, -3.516, -0.652], [-1.853, 6.122, -7.122], [-2.063, 5.922, -8.605], [-2.751, 7.044, -9.204], [-2.002, 8.084, -9.521], [-0.822, 8.197, -9.368], [-2.879, 9.161, -10.181], [-4.024, 9.332, -9.516], [-3.176, 8.802, -11.435], [-2.243, 10.324, -10.220], [-2.802, 6.327, -6.626], [-1.410, 5.243, -6.683], [-1.196, 6.972, -6.935], [-2.704, 5.061, -8.783], [-1.123, 5.743, -9.122], [6.316, -1.119, 1.012], [6.503, 0.044, 1.952], [7.901, 0.259, 2.244], [8.585, 0.938, 1.341], [8.174, 1.393, 0.316], [10.035, 1.109, 1.824], [10.519, -0.033, 2.321], [10.091, 2.038, 2.784], [10.819, 1.492, 0.825], [6.786, -2.020, 1.409], [5.256, -1.307, 0.863], [6.770, -0.921, 0.043], [6.025, -0.150, 2.910], [6.053, 0.944, 1.538], [-9.278, 2.104, 1.286], [-8.858, 3.537, 1.053], [-7.453, 3.664, 0.723], [-7.082, 3.429, -0.520], [-7.762, 3.078, -1.437], [-5.580, 3.752, -0.644], [-4.870, 3.272, 0.378], [-5.438, 5.083, -0.658], [-5.052, 3.234, -1.775], [-8.651, 1.626, 2.039], [-10.314, 2.072, 1.618], [-9.191, 1.520, 0.370], [-8.980, 4.123, 1.960], [-9.465, 4.000, 0.277], [10.810, -3.794, -0.410], [10.374, -3.699, -1.856], [9.382, -4.699, -2.171], [8.140, -4.402, -1.836], [7.759, -3.403, -1.302], [7.201, -5.536, -2.278], [7.706, -6.736, -1.980], [7.009, -5.494, -3.600], [6.019, -5.425, -1.684], [11.159, -4.801, -0.183], [11.614, -3.088, -0.212], [9.983, -3.574, 0.264], [11.211, -3.901, -2.519], [9.994, -2.709, -2.096], [-3.336, -1.357, 9.026], [-3.616, 0.129, 8.986], [-3.253, 0.695, 7.710], [-4.144, 0.560, 6.743], [-5.208, 0.022, 6.815], [-3.626, 1.251, 5.473], [-2.327, 0.956, 5.248], [-3.755, 2.582, 5.600], [-4.334, 0.872, 4.413], [-2.294, -1.554, 8.774], [-3.539, -1.753, 10.020], [-3.956, -1.892, 8.307], [-3.008, 0.651, 9.720], [-4.659, 0.347, 9.208], [4.472, -7.910, -1.422], [4.115, -9.373, -1.559], [3.651, -9.919, -0.307], [2.381, -9.700, -0.015], [1.585, -9.100, -0.673], [2.038, -10.382, 1.321], [2.988, -10.165, 2.233], [1.925, -11.702, 1.141], [0.890, -9.924, 1.797], [5.196, -7.768, -0.621], [4.894, -7.537, -2.350], [3.593, -7.315, -1.178], [4.995, -9.955, -1.823], [3.371, -9.534, -2.336]],
  "mulliken_charge": [-0.5487, -0.3748, 0.9437, -1.5399, 0.0130, 0.6496, -0.7800, -0.4731, 1.1488, -0.3032, -0.2831, 0.6030, -0.3265, -0.3112, 1.0467, -0.3070, -0.2750, 0.0883, -0.5423, -0.4281, -0.2277, 0.6561, -0.4738, -0.4888, 0.1459, -0.6909, 0.9062, -0.5661, -0.5032, 0.6394, 0.6524, 0.3818, 0.6922, 0.3739, 0.2550, 0.1588, -1.0726, -0.2614, -0.3296, 0.3846, -0.5261, 0.9114, -0.2272, -0.2730, -0.2496, 0.2720, 0.3920, 0.3221, 0.3332, 0.3293, -0.9167, -0.3574, -0.3202, 0.3360, -0.5103, 0.9122, -0.2492, -0.2553, -0.2405, 0.2439, 0.3918, 0.3408, 0.3366, 0.3339, -1.1668, -0.1805, -0.3479, 0.3305, -0.5148, 0.8923, -0.2446, -0.2596, -0.2418, 0.2976, 0.3617, 0.3664, 0.3017, 0.4047, -1.0226, -0.3551, -0.2862, 0.0605, -0.5197, 1.2956, -0.2538, -0.2863, -0.2773, 0.2535, 0.4302, 0.3268, 0.3246, 0.3412, -1.0725, -0.2104, -0.3346, 0.1886, -0.5069, 1.1269, -0.2636, -0.2753, -0.2433, 0.3160, 0.3796, 0.2668, 0.3188, 0.3172, -1.0885, -0.2086, -0.3220, 0.2624, -0.5208, 0.9585, -0.2207, -0.2687, -0.1993, 0.2762, 0.3776, 0.3133, 0.3211, 0.3277, -0.8714, -0.4195, -0.3102, 0.3389, -0.5112, 0.9071, -0.2476, -0.2536, -0.2392, 0.3193, 0.2826, 0.3292, 0.3353, 0.3325],
  "smiles": "O=C1c2ccc(C(=O)C(F)(F)C(F)(F)C(F)(F)C(=O)O)cc2C(=O)N1C[SH](=O)=O.CCOC(=O)C(F)(F)F.CCOC(=O)C(F)(F)F.CCOC(=O)C(F)(F)F.CCOC(=O)C(F)(F)F.CCOC(=O)C(F)(F)F.CCOC(=O)C(F)(F)F.CCOC(=O)C(F)(F)F",
  "e_homo_ev": -10.59,
  "orbital_gap_ev": 9.84,
  "total_charge": 0,
  "energy_ev": -172930.344,
  "largest_force_ev_per_a": 2.12
}



Record 2
{
  "formula": "C42H42NP2TeV",
  "method": "wB97M-V/def2-TZVPD",
  "symbols": ["V", "C", "C", "C", "C", "C", "C", "C", "C", "C", "C", "C", "C", "H", "H", "H", "H", "H", "H", "H", "H", "H", "H", "H", "H", "H", "H", "H", "H", "H", "H", "Te", "C", "C", "C", "N", "C", "C", "C", "P", "C", "C", "C", "C", "C", "C", "C", "C", "C", "C", "C", "C", "P", "C", "C", "C", "C", "C", "C", "C", "C", "C", "C", "C", "C", "H", "H", "H", "H", "H", "H", "H", "H", "H", "H", "H", "H", "H", "H", "H", "H", "H", "H", "H", "H", "H", "H", "H", "H"],
  "positions_angstrom": [[13.420, 14.420, 11.523], [12.726, 17.276, 13.690], [13.452, 16.437, 12.646], [14.403, 15.451, 13.081], [14.360, 14.897, 14.492], [15.492, 14.994, 12.191], [16.712, 14.324, 12.712], [15.282, 15.169, 10.790], [16.261, 14.530, 9.839], [14.134, 15.887, 10.311], [13.904, 16.075, 8.823], [13.345, 16.677, 11.259], [12.314, 17.693, 10.908], [12.662, 16.786, 14.714], [11.745, 17.444, 13.256], [13.218, 18.263, 13.756], [14.777, 13.848, 14.541], [13.237, 14.817, 14.783], [14.754, 15.557, 15.229], [17.531, 15.018, 12.866], [17.098, 13.621, 11.952], [16.472, 13.753, 13.598], [17.151, 15.106, 9.844], [15.836, 14.332, 8.842], [16.563, 13.600, 10.321], [14.547, 16.821, 8.276], [12.852, 16.245, 8.632], [14.079, 15.103, 8.296], [11.336, 17.518, 11.432], [12.152, 17.750, 9.862], [12.693, 18.730, 11.094], [10.190, 11.138, 9.462], [8.947, 9.935, 10.762], [8.884, 8.556, 10.558], [7.997, 7.791, 11.318], [7.172, 8.313, 12.167], [7.232, 9.656, 12.402], [8.047, 10.518, 11.684], [11.480, 12.283, 10.495], [11.342, 14.109, 10.159], [11.045, 14.271, 8.390], [10.155, 15.346, 8.100], [9.666, 15.450, 6.796], [10.071, 14.525, 5.827], [11.038, 13.508, 6.112], [11.509, 13.375, 7.422], [9.791, 14.626, 11.048], [8.541, 14.506, 10.461], [7.432, 14.959, 11.198], [7.611, 15.515, 12.502], [8.845, 15.499, 13.053], [9.944, 15.054, 12.314], [12.765, 11.734, 11.581], [12.173, 11.126, 13.182], [10.841, 11.373, 13.544], [10.265, 10.649, 14.615], [11.087, 9.918, 15.487], [12.417, 9.708, 15.144], [12.982, 10.424, 14.077], [13.518, 10.207, 10.970], [13.190, 8.881, 11.386], [14.042, 7.830, 10.991], [15.062, 8.069, 10.087], [15.420, 9.361, 9.706], [14.603, 10.402, 10.128], [9.423, 8.124, 9.758], [7.863, 6.712, 11.056], [6.477, 9.985, 13.087], [8.050, 11.631, 11.855], [10.019, 16.164, 8.808], [8.965, 16.273, 6.543], [9.680, 14.605, 4.828], [11.294, 12.808, 5.326], [12.135, 12.516, 7.670], [8.341, 14.185, 9.454], [6.472, 15.103, 10.671], [6.792, 15.941, 12.973], [8.986, 15.894, 14.047], [10.929, 15.085, 12.876], [10.164, 11.954, 12.922], [9.184, 10.556, 14.748], [10.663, 9.447, 16.443], [13.070, 9.104, 15.742], [14.071, 10.466, 13.931], [12.398, 8.669, 12.124], [14.052, 6.828, 11.444], [15.563, 7.220, 9.601], [16.355, 9.584, 9.133], [14.784, 11.459, 9.762]],
  "mulliken_charge": [-0.0580, -1.1695, 0.0745, 0.9112, -1.8758, 0.2763, -1.3917, 0.9539, -1.9006, 1.4701, -1.4009, 0.9619, -1.9872, 0.3699, 0.3469, 0.3579, 0.2903, 0.3494, 0.4208, 0.3277, 0.3636, 0.2878, 0.4153, 0.3297, 0.3560, 0.2771, 0.2746, 0.3583, 0.4536, 0.5170, 0.3243, 0.7126, 0.5617, -0.4438, -0.4176, -0.4556, -0.6419, 0.0159, -1.3245, 2.4743, 0.6648, -0.9381, -0.6964, -0.7009, -0.8874, -0.5748, 0.9190, -0.5792, -0.9043, -0.9184, -1.1074, -0.1384, 1.6428, -0.0551, -0.0628, -0.8259, -0.5490, -0.6606, -0.3811, 0.2907, -0.2636, -0.8304, -0.5281, -0.6667, -0.3773, 0.4772, 0.3495, 0.4575, 0.2883, 0.4710, 0.4585, 0.4737, 0.4957, 0.6719, 0.5177, 0.4720, 0.5949, 0.5475, 0.1702, 0.3057, 0.4442, 0.3687, 0.5192, 0.4328, 0.5457, 0.4011, 0.4157, 0.4040, 0.0808],
  "e_homo_ev": [-16.35, -16.36],
  "s2": 0.79,
  "orbital_gap_ev": [4.66, 4.68],
  "multiplicity": 2,
  "total_charge": 3,
  "energy_ev": -97253.277,
  "largest_force_ev_per_a": 3.28
}



Record 3
{
  "formula": "C42H42NiO3P2",
  "method": "wB97M-V/def2-TZVPD",
  "symbols": ["Ni", "C", "C", "C", "C", "C", "C", "C", "C", "C", "H", "H", "H", "H", "H", "H", "H", "H", "H", "H", "H", "H", "H", "H", "H", "P", "P", "C", "C", "C", "C", "C", "C", "C", "C", "C", "C", "C", "C", "C", "C", "C", "C", "C", "C", "C", "C", "C", "C", "C", "C", "C", "C", "H", "H", "H", "H", "H", "H", "H", "H", "H", "H", "H", "H", "H", "H", "H", "H", "H", "H", "H", "H", "H", "H", "O", "C", "C", "C", "C", "C", "C", "C", "O", "O", "H", "H", "H", "H", "H"],
  "positions_angstrom": [[0.879, -0.304, 0.514], [-4.401, -0.148, -2.638], [-4.128, 1.046, -2.106], [-5.039, 1.782, -1.162], [-5.824, 0.899, -0.155], [-5.040, -0.198, 0.510], [-4.946, -1.460, 0.071], [-5.546, -1.969, -1.209], [-5.646, -0.956, -2.374], [2.306, -0.845, 1.678], [-3.744, -0.588, -3.398], [-3.259, 1.612, -2.471], [-5.782, 2.353, -1.746], [-4.463, 2.526, -0.590], [-6.183, 1.568, 0.643], [-6.714, 0.493, -0.649], [-4.630, 0.088, 1.483], [-4.583, -2.254, 0.727], [-6.559, -2.349, -1.002], [-4.960, -2.832, -1.554], [-5.846, -1.545, -3.281], [-6.516, -0.308, -2.223], [2.935, -1.433, 0.978], [2.041, -1.416, 2.582], [2.806, 0.114, 1.930], [0.095, 0.983, -0.911], [-0.567, -0.858, 1.921], [-1.529, 0.749, -0.186], [-1.785, 0.107, 1.005], [0.524, 2.716, -1.129], [-0.503, 3.642, -1.352], [-0.171, 4.974, -1.586], [1.166, 5.383, -1.563], [2.180, 4.460, -1.286], [1.862, 3.127, -1.041], [0.249, 0.154, -2.513], [0.264, -1.251, -2.559], [0.348, -1.889, -3.796], [0.437, -1.135, -4.975], [0.471, 0.262, -4.913], [0.399, 0.914, -3.682], [-0.516, -0.400, 3.662], [0.058, 0.829, 4.029], [0.163, 1.165, 5.378], [-0.291, 0.277, 6.362], [-0.843, -0.954, 5.991], [-0.937, -1.309, 4.645], [-0.818, -2.655, 1.784], [0.243, -3.579, 1.746], [-0.034, -4.931, 1.546], [-1.351, -5.360, 1.348], [-2.397, -4.428, 1.343], [-2.129, -3.080, 1.564], [-2.346, 1.164, -0.775], [-2.761, 0.212, 1.479], [-1.539, 3.303, -1.338], [-0.966, 5.687, -1.785], [1.417, 6.426, -1.754], [3.220, 4.776, -1.253], [2.632, 2.402, -0.764], [0.233, -1.822, -1.624], [0.345, -2.975, -3.849], [0.485, -1.641, -5.941], [0.557, 0.856, -5.822], [0.461, 2.001, -3.619], [0.438, 1.499, 3.256], [0.598, 2.119, 5.665], [-0.210, 0.544, 7.418], [-1.200, -1.647, 6.753], [-1.324, -2.286, 4.351], [1.269, -3.228, 1.847], [0.779, -5.657, 1.539], [-1.563, -6.419, 1.198], [-3.423, -4.750, 1.173], [-2.920, -2.333, 1.549], [6.115, -0.805, -1.797], [6.839, -0.096, -0.956], [8.253, -0.215, -0.936], [9.005, 0.584, -0.086], [8.376, 1.484, 0.796], [6.985, 1.572, 0.815], [6.199, 0.823, -0.061], [4.709, 1.018, -0.138], [4.178, 1.841, 0.632], [4.088, 0.293, -1.019], [5.089, -0.443, -1.595], [8.713, -0.939, -1.614], [10.095, 0.506, -0.103], [8.966, 2.115, 1.463], [6.465, 2.244, 1.504]],
  "mulliken_charge": [-0.4891, -0.3350, -0.2924, -0.7237, -1.2369, -0.0935, -0.5584, -0.9461, -1.0283, -1.3436, 0.4134, 0.6073, 0.4106, 0.2849, 0.4756, 0.2786, 0.8627, 0.6169, 0.3384, 0.3611, 0.4802, 0.3198, 0.3929, 0.6392, 0.2147, 2.5822, 1.6010, -0.6114, -0.9670, -0.1797, -0.2922, -0.4854, -0.5561, -0.4900, -0.1302, 0.6749, -0.5916, -0.7091, -0.5941, -0.6804, -0.4498, 0.6281, -0.5804, -0.6403, -0.4912, -0.6078, -0.4685, 0.2315, -0.2187, -0.6651, -0.5461, -0.3815, -0.2269, -0.4541, 0.4981, 0.1716, 0.4296, 0.3644, 0.4956, 0.2164, 0.1102, 0.4372, 0.3891, 0.4215, 0.3829, 0.3416, 0.3994, 0.3680, 0.3895, 0.3837, 0.3017, 0.4168, 0.3848, 0.4454, 0.1640, -0.7782, 0.3701, -0.5962, -0.2631, -0.6303, -0.3278, -0.1091, 1.1132, -0.8220, -0.7407, 0.4320, 0.3820, 0.3496, 0.3551, 0.4045],
  "e_homo_ev": [-6.51, -6.51],
  "s2": 2.01,
  "orbital_gap_ev": [5.77, 5.51],
  "multiplicity": 3,
  "total_charge": 0,
  "energy_ev": -109993.742,
  "largest_force_ev_per_a": 3.74
}